Record 1
Below is C14H36N2O6Rb as an isolated structure in a non-equilibrium geometry, with properties calculated with ωB97M-V with the def2-TZVPD basis set.

Structure (XYZ):
```
59
Properties=species:S:1:pos:R:3:forces:R:3
Rb -0.036 0.581 -1.473 0.3 -0.1 -0.6
C 3.982 -0.564 2.372 0.4 -0.1 -0.1
O 3.735 -1.557 1.376 -1.7 1.4 -0.8
C 2.506 -1.231 0.658 1.2 -0.6 -0.9
C 2.261 -2.304 -0.422 -0.7 -1.1 0.7
N 0.988 -2.178 -1.203 0.9 0.7 0.6
C 0.801 -3.302 -2.111 -1.8 -1.2 0.2
C 0.232 -4.590 -1.393 0.2 0.6 -1.5
O -1.153 -4.404 -1.088 0.3 0.2 0.5
C -1.872 -5.596 -0.694 -0.2 0.8 -0.3
H 3.195 -0.544 3.127 0.0 -0.4 0.3
H 4.048 0.463 2.013 -0.1 0.1 -0.7
H 4.962 -0.766 2.804 -0.3 -0.3 0.2
H 2.553 -0.331 0.046 0.7 0.8 0.4
H 1.707 -1.046 1.376 -0.4 -0.5 0.2
H 2.231 -3.275 0.074 0.4 -0.2 0.1
H 3.093 -2.338 -1.126 0.0 0.3 0.1
H 0.238 -2.376 -0.555 -0.3 0.3 0.6
H 1.633 -3.542 -2.772 0.3 0.1 0.5
H -0.041 -3.068 -2.762 0.1 0.3 -0.3
H 0.849 -4.838 -0.529 -0.2 -0.4 0.2
H 0.317 -5.314 -2.203 0.1 -0.7 0.4
H -2.859 -5.308 -0.330 0.2 0.5 0.2
H -1.375 -6.127 0.118 0.2 -0.2 -0.3
H -2.134 -6.178 -1.578 0.7 -0.5 0.0
C 1.972 2.893 0.751 -0.7 1.9 1.2
O 1.018 1.867 0.939 -0.5 -2.4 0.2
C 0.445 1.771 2.246 -0.9 0.8 0.1
C -0.768 0.805 2.254 3.0 0.7 -2.0
N -1.704 1.161 1.206 -2.5 1.9 2.9
C -2.283 2.534 1.216 0.7 0.4 -0.8
C -3.110 2.790 2.513 -1.7 -1.5 1.4
O -4.321 1.985 2.620 1.4 1.1 -1.2
C -4.868 2.030 3.942 0.0 -0.9 0.3
H 2.727 2.924 1.536 0.2 -0.3 -0.1
H 1.347 3.776 0.886 0.5 0.8 0.0
H 2.423 3.009 -0.235 -0.2 -1.0 -0.1
H 0.101 2.767 2.526 -0.1 0.3 0.1
H 1.048 1.472 3.104 0.9 -0.2 -0.5
H -1.220 0.748 3.245 -0.4 -0.1 0.0
H -0.358 -0.166 1.977 -0.3 -0.5 0.3
H -2.512 0.568 1.331 -0.5 -1.0 -0.9
H -2.921 2.745 0.358 -0.2 -0.7 -0.1
H -1.488 3.275 1.132 0.1 -0.1 0.4
H -3.376 3.845 2.571 0.2 0.2 -0.5
H -2.552 2.555 3.420 0.6 0.1 -0.1
H -5.792 1.452 3.967 0.0 0.1 -0.5
H -5.090 3.026 4.325 0.3 0.1 -0.2
H -4.186 1.468 4.580 0.1 0.3 0.5
C -0.152 1.599 -4.853 1.3 0.6 -1.5
C 1.283 2.199 -4.712 -1.3 0.9 0.6
O 1.481 2.699 -3.360 0.0 -0.7 0.0
O -0.294 0.323 -4.316 0.0 -0.8 1.0
H -0.384 1.483 -5.911 0.0 0.6 -0.3
H -0.901 2.280 -4.451 0.1 0.0 0.3
H 1.326 3.037 -5.408 0.2 0.1 -0.1
H 2.134 1.549 -4.918 -0.4 -0.3 0.0
H 0.980 3.510 -3.245 0.0 0.2 -0.3
H 0.134 -0.249 -4.958 -0.1 -0.5 0.2
```
Forces are in eV/Å.

charge	+2
frontier orbital gap (spin up / spin down)	8.780 / 3.048	eV
multiplicity	2
total energy	-31002.4556	eV
maximum force	4.24	eV/Å

natural (NBO) atomic charge list, values in e, 2 entries:
1 Rb 0.948
2 C -0.253

=====

Record 2
Below is a 3-piece molecular cluster, C14H36N2O8P overall, with properties calculated with ωB97M-V with the def2-TZVPD basis set.

Structure (XYZ):
```
61
Properties=species:S:1:pos:R:3:forces:R:3
O 4.287 -0.382 -3.413 -0.1 0.2 0.1
P 4.270 1.082 -3.088 0.1 -0.2 -0.1
C 3.042 1.828 -2.129 -0.1 0.3 -0.2
O 1.816 1.939 -2.925 0.1 -0.2 0.3
C 3.407 3.145 -1.546 0.0 0.0 -0.2
O 3.697 3.069 -0.108 0.3 0.2 0.2
O 4.951 3.764 0.153 -0.4 0.0 0.0
H 5.446 1.514 -2.417 0.0 0.0 0.0
H 4.408 1.802 -4.324 0.0 0.0 0.0
H 1.203 1.296 -2.559 -0.1 0.1 -0.1
H 2.534 3.795 -1.662 0.0 0.0 0.0
H 4.272 3.678 -1.971 0.0 -0.1 0.1
H 5.472 3.015 0.462 0.1 -0.1 0.0
C -5.844 2.440 -1.603 0.0 0.0 0.0
O -4.927 3.312 -0.985 0.0 0.0 0.0
C -4.700 3.062 0.396 -0.1 0.0 0.1
C -3.310 2.521 0.647 0.0 0.0 0.0
N -3.161 1.180 0.109 0.0 0.1 -0.1
C -1.806 0.640 0.184 0.0 -0.2 0.1
C -0.692 1.338 -0.577 0.2 0.0 0.1
O -0.825 1.238 -1.982 -0.2 -0.2 0.0
C -1.539 2.276 -2.614 0.1 0.1 -0.1
H -6.036 2.832 -2.601 0.0 0.0 0.0
H -5.458 1.419 -1.696 0.0 0.0 0.0
H -6.791 2.400 -1.052 0.0 0.0 0.0
H -5.451 2.362 0.779 0.0 0.0 0.0
H -4.814 4.012 0.926 0.0 0.0 0.0
H -3.150 2.483 1.730 0.0 0.0 0.0
H -2.588 3.240 0.235 0.0 0.0 0.0
H -3.458 1.179 -0.859 0.1 0.0 0.0
H -1.832 -0.389 -0.180 0.0 0.0 0.1
H -1.515 0.591 1.240 0.0 0.0 0.0
H 0.239 0.823 -0.325 0.0 0.1 0.0
H -0.556 2.388 -0.287 -0.1 0.0 0.0
H -1.422 3.222 -2.078 0.0 0.0 0.0
H -2.609 2.051 -2.703 0.0 0.0 0.1
H -1.122 2.393 -3.613 0.0 0.0 0.0
C -0.016 -3.131 -0.920 0.0 0.0 -0.1
O -0.306 -2.423 0.268 0.0 0.1 0.0
C -1.099 -3.110 1.219 0.0 0.0 0.0
C -0.286 -3.425 2.455 0.0 0.0 0.0
N 0.752 -4.401 2.168 0.0 0.1 -0.1
C 1.715 -4.604 3.241 0.0 -0.1 0.0
C 2.580 -3.421 3.663 0.0 0.0 0.0
O 3.517 -3.012 2.691 0.0 -0.1 0.0
C 3.046 -2.078 1.730 0.0 0.0 0.0
H 0.454 -2.426 -1.603 0.0 0.0 0.0
H 0.671 -3.968 -0.750 0.0 0.0 0.0
H -0.929 -3.521 -1.382 0.0 0.0 0.0
H -1.514 -4.025 0.782 0.0 0.0 0.0
H -1.931 -2.456 1.501 0.0 0.0 0.0
H -0.951 -3.831 3.225 0.0 0.0 0.0
H 0.110 -2.472 2.832 0.0 0.0 0.0
H 1.246 -4.119 1.330 0.0 0.0 0.0
H 2.387 -5.410 2.936 0.0 0.0 0.0
H 1.171 -4.959 4.124 0.0 0.0 0.0
H 3.165 -3.740 4.531 0.0 0.0 0.0
H 1.972 -2.564 3.982 0.0 0.0 0.0
H 2.317 -1.391 2.168 0.0 0.0 0.0
H 2.589 -2.564 0.864 0.0 0.0 0.0
H 3.902 -1.504 1.381 0.0 0.0 0.0
```
Forces are in eV/Å.

charge	-1
frontier orbital gap	5.390	eV
total energy	-43744.9843	eV
maximum force	0.43	eV/Å

natural (NBO) atomic charge list, values in e, 2 entries:
1 O -1.151
2 P 1.523

=====

Record 3
Below is C14H38KNO6 as an isolated structure in a non-equilibrium geometry, with properties calculated with ωB97M-V with the def2-TZVPD basis set.

Structure (XYZ):
```
60
Properties=species:S:1:pos:R:3:forces:R:3
K -0.039 -0.423 -0.117 0.0 0.1 0.1
C 5.138 1.641 -4.178 0.2 -0.4 -0.4
C 4.252 2.473 -3.284 -2.4 0.1 -0.2
O 2.905 2.543 -3.696 0.9 -0.5 0.3
H 6.178 1.967 -4.145 0.2 0.3 -0.2
H 4.700 1.727 -5.172 0.3 0.0 -0.2
H 5.188 0.580 -3.929 -0.4 -0.2 0.1
H 4.671 3.479 -3.254 0.4 0.5 0.2
H 4.266 2.061 -2.274 0.5 -0.1 0.7
C -0.130 2.753 3.245 0.4 0.2 -1.0
O -0.659 1.456 3.292 0.1 -0.4 -0.2
C -1.525 1.276 4.387 0.5 -1.6 0.5
C -1.676 -0.241 4.646 -0.9 0.1 -0.6
N -2.448 -0.841 3.547 1.1 1.1 -0.9
C -2.692 -2.240 3.593 -0.7 -0.7 0.5
C -3.495 -2.777 2.409 0.5 0.0 -1.0
O -2.643 -2.739 1.278 1.0 0.3 -1.5
C -3.191 -3.201 0.039 -1.1 0.3 0.6
H 0.453 2.840 2.328 -0.1 -0.1 -0.2
H 0.611 2.960 4.017 -0.4 0.1 0.6
H -0.941 3.477 3.167 0.1 0.3 0.4
H -2.511 1.693 4.184 -0.1 0.4 0.1
H -1.057 1.712 5.270 -0.3 0.3 0.2
H -2.162 -0.462 5.596 -0.4 0.5 0.4
H -0.703 -0.709 4.798 0.2 0.0 -0.7
H -3.251 -0.295 3.267 0.0 0.0 0.3
H -3.267 -2.457 4.494 -0.2 -0.6 0.4
H -1.722 -2.729 3.679 -0.1 -0.4 -0.1
H -4.381 -2.174 2.207 -0.2 0.4 0.1
H -3.872 -3.799 2.441 0.1 -0.2 1.0
H -2.680 -2.845 -0.855 0.6 0.1 0.4
H -4.200 -2.805 -0.077 -0.3 0.1 0.1
H -3.286 -4.285 -0.031 0.3 -0.2 0.3
C -4.480 5.455 -0.267 0.1 0.0 -1.0
C -3.265 5.409 -1.212 0.0 0.4 0.7
O -3.062 4.131 -1.759 -0.2 -1.0 0.2
H -4.258 4.906 0.648 -0.1 0.0 0.0
H -5.374 5.038 -0.731 0.0 -0.2 -0.1
H -4.726 6.491 -0.037 0.2 0.0 0.2
H -2.423 5.659 -0.566 0.3 0.3 -0.2
H -3.289 6.100 -2.055 -0.4 0.5 0.3
H -2.167 4.098 -2.107 0.0 0.0 -0.1
C 0.140 -3.306 -8.034 -0.3 1.0 0.0
C 0.707 -1.978 -7.503 0.5 -0.6 1.3
O 0.541 -2.008 -6.080 -0.4 -0.3 0.5
H -0.913 -3.406 -7.770 -0.2 0.4 -0.2
H 0.574 -4.188 -7.565 0.6 0.3 -0.2
H 0.233 -3.297 -9.120 0.0 -0.4 0.0
H 0.261 -1.040 -7.837 -0.4 -0.3 -0.7
H 1.784 -1.896 -7.649 0.1 -0.2 -0.6
H 1.069 -1.311 -5.684 0.1 0.2 0.0
C 5.486 -2.880 4.312 0.2 0.1 1.0
C 4.151 -2.446 3.786 0.1 -0.1 1.4
O 4.193 -2.367 2.406 -0.7 0.3 -1.2
H 6.174 -2.037 4.248 0.3 -0.3 -0.2
H 5.879 -3.772 3.824 0.0 0.1 -0.2
H 5.366 -3.128 5.366 0.2 0.0 0.2
H 3.907 -1.483 4.235 0.0 0.3 -0.5
H 3.374 -3.095 4.189 -0.3 -0.4 -0.4
H 4.292 -3.269 2.094 0.1 0.0 -0.3
```
Forces are in eV/Å.

frontier orbital gap	3.185	eV
total energy	-45227.9849	eV
energy relative to the best compared isomer or geometry (same formula, charge and spin)	5.159	eV
maximum force	2.46	eV/Å

natural (NBO) atomic charge list, values in e, 2 entries:
1 K 0.949
2 C -0.639